{"formula": "C58H164N10O19", "method": "ωB97M-V/def2-TZVPD", "species": ["C", "C", "C", "O", "H", "H", "H", "H", "H", "H", "H", "H", "C", "C", "C", "O", "H", "H", "H", "H", "H", "H", "H", "H", "C", "C", "C", "O", "H", "H", "H", "H", "H", "H", "H", "H", "C", "C", "C", "O", "H", "H", "H", "H", "H", "H", "H", "H", "C", "C", "C", "O", "H", "H", "H", "H", "H", "H", "H", "H", "C", "C", "C", "O", "H", "H", "H", "H", "H", "H", "H", "H", "O", "H", "H", "O", "H", "H", "O", "H", "H", "C", "C", "C", "O", "C", "N", "H", "H", "H", "H", "H", "H", "H", "H", "H", "H", "H", "C", "C", "C", "O", "C", "N", "H", "H", "H", "H", "H", "H", "H", "H", "H", "H", "H", "C", "C", "C", "O", "C", "N", "H", "H", "H", "H", "H", "H", "H", "H", "H", "H", "H", "C", "C", "C", "O", "C", "N", "H", "H", "H", "H", "H", "H", "H", "H", "H", "H", "H", "C", "C", "C", "O", "C", "N", "H", "H", "H", "H", "H", "H", "H", "H", "H", "H", "H", "C", "C", "C", "O", "C", "N", "H", "H", "H", "H", "H", "H", "H", "H", "H", "H", "H", "C", "C", "C", "O", "C", "N", "H", "H", "H", "H", "H", "H", "H", "H", "H", "H", "H", "C", "C", "C", "O", "C", "N", "H", "H", "H", "H", "H", "H", "H", "H", "H", "H", "H", "C", "C", "C", "O", "C", "N", "H", "H", "H", "H", "H", "H", "H", "H", "H", "H", "H", "C", "C", "C", "O", "C", "N", "H", "H", "H", "H", "H", "H", "H", "H", "H", "H", "H"], "positions_angstrom": [[-3.891, -6.661, -2.189], [-4.848, -5.458, -2.346], [-4.637, -4.456, -1.229], [-4.819, -4.837, -3.617], [-2.859, -6.302, -2.316], [-4.100, -7.448, -2.939], [-4.007, -7.144, -1.210], [-5.842, -5.887, -2.180], [-3.568, -4.235, -1.170], [-4.910, -4.957, -0.287], [-5.160, -3.539, -1.354], [-5.521, -5.243, -4.164], [0.583, -3.044, -2.502], [0.936, -4.131, -3.549], [1.044, -3.586, -4.999], [2.112, -4.752, -3.116], [1.446, -2.422, -2.331], [0.260, -3.573, -1.600], [-0.242, -2.409, -2.889], [0.061, -4.798, -3.585], [1.848, -2.839, -5.044], [0.161, -3.046, -5.340], [1.211, -4.326, -5.791], [2.346, -5.436, -3.739], [-3.022, 0.248, 5.054], [-2.896, 0.109, 3.521], [-2.582, 1.456, 2.851], [-2.001, -0.891, 3.078], [-3.761, 0.887, 5.488], [-2.026, 0.645, 5.345], [-3.148, -0.716, 5.485], [-3.836, -0.307, 3.154], [-2.574, 1.249, 1.778], [-1.564, 1.738, 3.124], [-3.314, 2.230, 3.103], [-1.106, -0.866, 3.537], [4.529, -1.188, 3.275], [3.884, -0.563, 1.975], [3.983, -1.450, 0.678], [2.524, -0.131, 2.251], [5.601, -1.209, 3.147], [4.061, -2.193, 3.405], [4.407, -0.577, 4.175], [4.478, 0.312, 1.726], [3.855, -0.896, -0.240], [3.253, -2.242, 0.735], [4.951, -1.871, 0.563], [1.967, -0.243, 1.418], [-5.207, 1.572, -0.375], [-5.921, 0.288, -0.885], [-5.055, -0.508, -1.884], [-6.354, -0.469, 0.190], [-4.239, 1.285, 0.136], [-5.673, 2.200, 0.403], [-4.833, 2.266, -1.138], [-6.827, 0.674, -1.361], [-4.714, 0.133, -2.678], [-5.629, -1.310, -2.332], [-4.268, -0.945, -1.293], [-5.589, -0.899, 0.636], [0.133, 1.658, -0.518], [-0.376, 0.392, 0.122], [-1.534, -0.218, -0.615], [0.700, -0.520, 0.184], [0.894, 2.113, 0.100], [-0.613, 2.463, -0.492], [0.504, 1.586, -1.545], [-0.780, 0.588, 1.119], [-1.268, -0.413, -1.634], [-2.358, 0.515, -0.594], [-1.842, -1.208, -0.227], [0.389, -1.363, 0.614], [2.012, -5.587, -0.271], [2.126, -5.510, -1.254], [2.859, -5.229, 0.084], [1.145, 4.876, -0.790], [1.546, 5.722, -0.781], [1.720, 4.296, -1.277], [1.803, 7.762, -0.245], [1.059, 7.948, -0.838], [1.386, 7.680, 0.601], [-3.131, 4.685, 1.391], [-1.982, 5.650, 1.426], [-0.789, 5.114, 2.173], [-1.135, 5.239, 3.514], [-0.173, 4.681, 4.353], [-1.560, 6.020, 0.020], [-2.798, 3.797, 0.858], [-3.927, 5.214, 0.816], [-3.453, 4.371, 2.387], [-2.335, 6.581, 1.920], [0.163, 5.697, 1.922], [-0.638, 4.043, 1.962], [0.105, 3.724, 3.961], [-0.587, 4.523, 5.363], [0.784, 5.202, 4.428], [-0.901, 5.350, -0.355], [-0.934, 6.809, 0.161], [-0.986, 7.638, -3.032], [-0.036, 8.188, -4.136], [1.200, 8.727, -3.467], [0.880, 9.813, -2.640], [1.966, 10.583, -2.151], [0.385, 7.114, -4.982], [-1.227, 8.465, -2.300], [-0.407, 6.853, -2.519], [-1.969, 7.212, -3.301], [-0.577, 8.994, -4.599], [1.872, 9.154, -4.203], [1.674, 7.854, -2.914], [2.567, 10.923, -2.965], [2.650, 10.093, -1.439], [1.555, 11.445, -1.589], [-0.326, 6.712, -5.514], [1.054, 7.518, -5.644], [7.012, 4.714, 4.108], [6.613, 3.646, 3.127], [5.370, 3.981, 2.393], [4.807, 2.926, 1.612], [3.503, 3.237, 1.187], [7.746, 3.217, 2.295], [7.686, 4.204, 4.806], [6.214, 5.139, 4.757], [7.580, 5.530, 3.648], [6.433, 2.697, 3.650], [5.542, 4.860, 1.711], [4.611, 4.269, 3.124], [3.468, 4.224, 0.703], [2.834, 3.229, 2.082], [3.123, 2.424, 0.553], [7.517, 2.341, 1.873], [7.948, 3.856, 1.539], [-0.714, 2.089, -4.714], [-2.068, 2.340, -4.029], [-2.229, 3.777, -3.593], [-3.424, 3.857, -2.855], [-3.820, 5.228, -2.740], [-3.042, 1.994, -5.072], [-0.543, 1.043, -4.889], [0.078, 2.528, -4.159], [-0.789, 2.646, -5.647], [-2.247, 1.774, -3.106], [-2.198, 4.485, -4.389], [-1.440, 4.060, -2.914], [-3.988, 5.736, -3.673], [-3.187, 5.831, -2.110], [-4.726, 5.307, -2.176], [-4.005, 2.186, -4.809], [-2.871, 1.077, -5.448], [-2.158, -1.370, -8.376], [-1.874, -2.625, -7.562], [-2.557, -2.559, -6.250], [-2.155, -1.420, -5.557], [-2.662, -1.486, -4.231], [-2.233, -3.842, -8.289], [-1.883, -0.436, -7.867], [-3.229, -1.325, -8.593], [-1.625, -1.416, -9.336], [-0.800, -2.550, -7.392], [-2.388, -3.420, -5.643], [-3.644, -2.542, -6.335], [-2.203, -2.274, -3.631], [-3.706, -1.658, -4.261], [-2.397, -0.533, -3.806], [-1.962, -4.720, -7.846], [-3.209, -3.751, -8.487], [1.243, 0.190, 5.781], [1.004, -1.310, 5.481], [0.015, -1.926, 6.442], [0.472, -1.955, 7.768], [-0.580, -2.454, 8.535], [0.526, -1.611, 4.196], [1.992, 0.653, 5.140], [1.482, 0.288, 6.862], [0.303, 0.782, 5.658], [2.005, -1.745, 5.690], [-0.259, -2.927, 6.130], [-0.969, -1.428, 6.440], [-0.208, -2.781, 9.504], [-1.168, -3.290, 8.104], [-1.342, -1.665, 8.631], [0.286, -2.605, 4.200], [1.137, -1.454, 3.437], [-6.003, -3.918, 1.970], [-5.149, -2.781, 2.574], [-4.533, -3.176, 3.872], [-3.827, -4.378, 3.803], [-3.140, -4.571, 5.033], [-4.157, -2.319, 1.601], [-5.417, -4.818, 1.725], [-6.560, -3.572, 1.104], [-6.717, -4.206, 2.784], [-5.798, -1.893, 2.728], [-5.400, -3.220, 4.557], [-3.892, -2.369, 4.269], [-2.894, -5.625, 5.081], [-3.867, -4.329, 5.825], [-2.266, -3.936, 5.165], [-4.031, -3.108, 0.943], [-3.298, -2.043, 2.102], [2.366, 0.158, -3.582], [3.553, 1.054, -3.218], [3.243, 2.113, -2.131], [2.222, 3.000, -2.585], [2.621, 4.046, -3.499], [4.730, 0.307, -2.769], [1.623, 0.760, -4.085], [1.897, -0.154, -2.636], [2.678, -0.693, -4.185], [3.803, 1.566, -4.138], [4.209, 2.649, -1.931], [2.890, 1.578, -1.203], [3.460, 4.571, -3.030], [1.780, 4.690, -3.583], [2.829, 3.690, -4.518], [5.035, -0.390, -3.432], [4.591, -0.083, -1.835], [-1.496, -4.359, 0.786], [-0.546, -4.083, 1.945], [-0.263, -5.441, 2.667], [0.320, -5.108, 3.926], [0.322, -6.160, 4.872], [0.639, -3.384, 1.391], [-2.289, -5.023, 1.166], [-0.944, -4.786, -0.066], [-1.865, -3.400, 0.374], [-1.062, -3.443, 2.663], [0.449, -6.056, 2.127], [-1.185, -5.963, 2.869], [-0.647, -6.671, 4.923], [0.646, -5.704, 5.794], [1.110, -6.873, 4.516], [1.219, -3.224, 2.206], [1.050, -4.037, 0.748], [7.668, -5.324, 0.123], [6.528, -4.801, 0.972], [5.285, -5.661, 0.770], [4.213, -5.122, 1.506], [3.828, -5.857, 2.670], [6.948, -4.935, 2.370], [8.615, -4.817, 0.339], [7.469, -5.150, -0.943], [7.850, -6.372, 0.273], [6.381, -3.752, 0.684], [5.511, -6.740, 1.003], [4.960, -5.618, -0.264], [4.662, -6.224, 3.246], [3.154, -6.679, 2.391], [3.228, -5.177, 3.279], [7.810, -4.394, 2.338], [6.356, -4.374, 2.973]], "mulliken_charge": [-1.203, 0.128, 0.177, -0.485, 0.122, 0.384, 0.359, 0.391, -0.220, 0.006, -0.025, 0.306, 0.776, 0.558, -0.919, -0.567, -0.015, -0.673, -0.344, 0.023, 0.290, -0.143, 0.462, 0.334, -1.718, 1.211, -0.953, 0.822, 0.439, 0.197, 0.224, -0.035, -0.572, 0.117, 0.838, -0.411, -1.442, 0.929, 0.094, 0.569, 0.560, 0.014, 0.288, 0.069, -1.025, -0.150, 0.541, -0.243, -0.290, -0.169, -0.452, -0.612, -0.346, 0.451, 0.189, 0.437, 0.416, 0.397, -0.351, 0.170, -0.463, 2.144, 0.709, 0.923, -0.243, 0.111, -0.392, -0.900, 0.018, -0.314, -1.091, -1.023, -0.514, 0.349, 0.047, 0.587, 0.279, -0.366, -0.676, 0.269, 0.289, -1.166, -0.169, 1.027, -0.440, -0.515, 0.019, -0.062, 0.404, 0.398, 0.306, 0.095, -0.416, 0.071, 0.255, 0.338, -0.470, 0.207, -0.915, 0.074, -0.720, -0.349, -0.743, -0.439, 0.337, -0.091, 0.388, 0.363, 0.580, 0.188, 0.349, 0.249, 0.254, 0.230, 0.227, -1.433, 0.599, -0.710, -0.194, -0.026, -0.692, 0.358, 0.350, 0.333, 0.168, 0.218, 0.317, 0.526, 0.359, -0.710, 0.297, 0.262, -0.719, 2.614, -1.056, -0.120, -0.970, -0.813, 0.136, -0.609, 0.583, -0.885, 0.570, -0.204, 0.422, 0.139, 0.412, 0.319, 0.056, -1.450, 0.715, -1.050, -0.086, -0.001, -0.691, 0.260, 0.351, 0.387, 0.167, 0.413, 0.470, 0.085, 0.727, -0.688, 0.263, 0.265, -1.181, 0.612, -0.332, -0.448, -0.694, 0.823, 0.210, 0.441, 0.041, 0.261, 0.150, -0.092, 0.330, 0.226, 0.280, -0.385, -0.374, -1.642, 0.331, -0.329, -0.434, -0.743, 2.517, 0.242, 0.282, 0.523, 0.361, 0.528, 0.039, 0.240, 0.461, 0.124, -0.936, -1.225, 0.130, 0.199, 0.266, 0.418, -1.054, -0.664, -0.218, -0.521, 0.510, 0.450, 0.574, -1.463, 0.363, 0.142, 0.321, 0.317, 0.125, -0.643, 1.660, -1.846, 0.124, -0.962, 2.272, 0.663, 0.251, -0.853, -0.865, 0.493, 0.498, 0.333, 0.257, 0.240, -0.393, -0.990, -1.643, 1.280, -0.932, 0.064, -0.906, -0.729, 0.411, 0.363, 0.397, -0.260, 0.368, 0.266, 0.562, 0.204, 0.075, 0.351, 0.226], "lumo_energy_ev": 0.43, "e_tot_ha": -4285.123182, "total_charge": 0, "homo_lumo_gap_ha": 0.33210, "multiplicity": 1, "homo_energy_ev": -8.611}